Entry 1:
C2HClN2O2 | ωB97M-V/def2-TZVPD

Each line ends with the natural charge from an NBO analysis.
Geometry (Å):
1 C 0.40632 0.75114 -0.02060  -0.0034
2 C 1.01153 -1.40220 0.07188  0.9991
3 N -0.77318 0.91263 -0.14869  -0.0068
4 N -1.90169 0.68280 -0.53270  -0.3988
5 O 2.08588 -1.24585 -0.31309  -0.5277
6 O 0.01614 -1.81803 0.48143  -0.5382
7 Cl 1.72831 1.69694 0.27895  0.1216
8 H -2.57331 0.42257 0.18282  0.3541

Atoms 1-3, force components in eV/Å:
C 0.057 0.739 -0.002
C 0.048 -0.870 0.040
N 0.318 -0.624 0.321

Summary:
maximum force: 1.6 eV/Å
DFT total energy: -21684.726 eV
energy above the lowest of the compared OMol25 structures with the same formula, charge and spin: 2.639 eV
molecular weight: 120.50 g mol⁻¹
Kohn-Sham gap: 8.96 eV
multiplicity: 1
LUMO level: -0.01461 hartree
net charge: 0

---

Entry 2:
C4H6N2 | ωB97M-V/def2-TZVPD

Each line ends with the natural charge from an NBO analysis.
Geometry (Å):
1 N 0.59704 -1.41407 -0.68675  -0.5819
2 C -0.06440 -0.11894 -1.08609  -0.1240
3 C -1.08846 -0.25273 0.05563  -0.1027
4 N -0.39705 1.59466 0.52049  -0.6324
5 C 0.65387 0.63867 0.03526  -0.0596
6 C 0.27035 -0.73246 0.61301  -0.1308
7 H -0.06749 -2.18935 -0.83562  0.3382
8 H -0.23557 0.17878 -2.12448  0.2115
9 H -1.52838 0.82843 0.40309  0.3428
10 H -0.32421 1.62274 1.54975  0.3414
11 H 1.69133 1.00732 -0.03989  0.1907
12 H 0.49296 -1.16304 1.59560  0.2067

Atoms 1-3, force components in eV/Å:
N -0.266 -0.001 0.039
C -0.015 0.078 -0.301
C 0.285 0.030 -0.011

Summary:
maximum force: 0.9 eV/Å
DFT total energy: -7218.127 eV
energy above the lowest of the compared OMol25 structures with the same formula, charge and spin: 7.464 eV
molecular weight: 82.11 g mol⁻¹
Kohn-Sham gap (alpha / beta): 8.54 / 8.54 eV
multiplicity: 1
LUMO level (alpha / beta): 0.00119 / 0.00120 hartree
net charge: 0

---

Entry 3:
C52H57AsCl2P2RbSSb | ωB97M-V/def2-TZVPD

Each line ends with the Mulliken charge.
Geometry (Å):
1 Rb 0.81070 0.79654 -0.66646  0.8166
2 Cl -0.76831 -1.49469 -0.08631  0.2734
3 C 0.00246 -3.10256 -0.08689  -1.1151
4 Cl 2.07239 -1.69582 -1.85180  -0.5257
5 H -0.15129 -3.54713 -1.06886  0.3026
6 H -0.47356 -3.69331 0.69583  0.5863
7 C -1.43409 2.69726 -4.77069  -0.9280
8 C -2.47459 2.97548 -3.67876  -1.0565
9 P -1.95087 2.63973 -1.92232  1.1654
10 C -1.00284 4.19149 -1.63645  0.6224
11 C 0.34182 4.21354 -2.00932  -0.1950
12 C 1.12578 5.34346 -1.81062  -0.8523
13 C 0.57843 6.46811 -1.21402  -0.5987
14 C -0.75551 6.45513 -0.82577  -0.7283
15 C -1.53700 5.32925 -1.03847  -0.4670
16 C -3.56845 2.88660 -1.08556  0.2608
17 C -3.87786 2.06011 -0.00570  -0.5310
18 C -5.10623 2.15698 0.63600  -0.5261
19 C -6.04303 3.08778 0.20818  -0.6469
20 C -5.74803 3.92088 -0.86404  -0.7487
21 C -4.52027 3.81773 -1.50387  -0.1267
22 C -1.23176 1.20972 -5.07406  -1.3715
23 P -0.10659 0.31101 -3.89595  0.9879
24 C 1.41905 0.21570 -4.92112  0.2982
25 C 1.46388 -0.35101 -6.19710  -0.0848
26 C 2.63337 -0.34261 -6.93954  -0.8126
27 C 3.78483 0.24290 -6.42040  -0.5147
28 C 3.75821 0.81488 -5.15926  -0.7131
29 C 2.58058 0.79248 -4.41766  -0.4000
30 C -0.82362 -1.37921 -3.97141  0.4922
31 C -2.14043 -1.52318 -3.52714  -0.2719
32 C -2.72547 -2.77490 -3.40976  -0.7542
33 C -1.99847 -3.91469 -3.73097  -0.5323
34 C -0.68495 -3.78680 -4.16382  -0.8424
35 C -0.10097 -2.52968 -4.27838  -0.5567
36 H -0.47899 3.17831 -4.53426  0.1798
37 H -1.77814 3.18110 -5.68773  0.4918
38 H -3.36003 2.35950 -3.86696  0.6485
39 H -2.79210 4.01645 -3.74337  0.5571
40 H 0.80072 3.33811 -2.45923  0.2362
41 H 2.16648 5.33857 -2.11047  0.4565
42 H 1.18889 7.34540 -1.04254  0.3734
43 H -1.18874 7.32297 -0.34331  0.4368
44 H -2.56404 5.32475 -0.69553  0.3967
45 H -3.14012 1.35317 0.35628  0.3718
46 H -5.32255 1.50661 1.47504  0.3732
47 H -6.99956 3.16843 0.71000  0.3948
48 H -6.47093 4.65201 -1.20343  0.4145
49 H -4.31039 4.47880 -2.33548  0.2581
50 H -0.81360 1.07848 -6.07256  0.5936
51 H -2.19954 0.70268 -5.07626  0.6669
52 H 0.57149 -0.80689 -6.61359  0.4158
53 H 2.64813 -0.78832 -7.92604  0.4006
54 H 4.69785 0.25212 -7.00218  0.3878
55 H 4.64817 1.27421 -4.74859  0.4251
56 H 2.57063 1.23505 -3.42811  0.2884
57 H -2.71518 -0.64760 -3.23854  0.2031
58 H -3.74633 -2.85651 -3.05862  0.4449
59 H -2.45395 -4.89337 -3.64484  0.3771
60 H -0.10793 -4.66884 -4.41514  0.4345
61 H 0.93158 -2.45251 -4.59393  0.4459
62 S -0.63585 2.54522 1.22614  0.0255
63 C -0.38655 3.03472 2.89814  -0.7135
64 C -0.69932 4.31817 3.36922  -0.7974
65 C -0.50778 4.66250 4.69819  -0.5679
66 C -0.00174 3.73949 5.60893  -0.8187
67 C 0.31134 2.46088 5.16956  -0.6180
68 C 0.12357 2.11797 3.83377  0.1249
69 As 0.47548 0.36185 3.08410  1.0454
70 C 1.34247 -0.45898 4.66767  -0.0572
71 C 2.72858 -0.31045 4.73293  -0.7416
72 C 3.46510 -0.86059 5.77449  -0.6838
73 C 2.82130 -1.58625 6.76987  -0.4172
74 C 1.44305 -1.74463 6.71670  -0.7464
75 C 0.70695 -1.18183 5.67531  -0.0352
76 C -1.31875 -0.42046 3.32304  0.3892
77 C -2.44098 0.38455 3.49870  -0.4193
78 C -3.70597 -0.18414 3.61056  -0.5536
79 C -3.86738 -1.56170 3.55420  -0.8410
80 C -2.75318 -2.37358 3.37898  -0.6970
81 C -1.49360 -1.80096 3.25388  0.2141
82 H -1.09680 5.03969 2.66564  0.4545
83 H -0.75754 5.66382 5.02919  0.3603
84 H 0.14457 4.01072 6.64625  0.3855
85 H 0.70017 1.73362 5.87117  0.4512
86 H 3.24612 0.24567 3.95749  0.4095
87 H 4.53952 -0.72488 5.80795  0.3893
88 H 3.39011 -2.02243 7.58185  0.3756
89 H 0.93320 -2.30339 7.49255  0.3972
90 H -0.36819 -1.30834 5.66084  0.4810
91 H -2.33420 1.46056 3.53795  0.3807
92 H -4.56650 0.45988 3.74829  0.4983
93 H -4.85318 -1.99957 3.64787  0.3554
94 H -2.86533 -3.45045 3.33921  0.4538
95 H -0.63658 -2.45214 3.11668  0.3653
96 C 5.10876 -3.23579 1.13043  -1.1380
97 C 4.19853 -2.69871 0.03126  -0.8316
98 Sb 2.13384 -3.20781 0.25034  0.7166
99 C 2.01672 -3.13802 2.38096  1.3799
100 C 1.45578 -4.42067 2.99740  -1.2755
101 C 2.10660 -5.25669 -0.30767  -0.5823
102 C 3.40362 -6.04605 -0.14889  -1.2806
103 H 6.14597 -3.22852 0.78787  0.3353
104 H 4.87871 -4.26194 1.41956  0.2395
105 H 5.06533 -2.62340 2.03092  0.3701
106 H 4.44132 -3.08106 -0.95949  0.4697
107 H 4.22612 -1.61428 -0.03805  0.4850
108 H 1.39386 -2.28026 2.62665  -1.4456
109 H 3.01360 -2.90692 2.74964  0.3172
110 H 0.43866 -4.62898 2.65225  0.2947
111 H 1.40935 -4.32906 4.08506  0.3883
112 H 2.06133 -5.29930 2.76394  0.3399
113 H 1.77926 -5.24190 -1.35048  0.3966
114 H 1.29276 -5.69643 0.27347  0.4379
115 H 4.23287 -5.58903 -0.69116  0.3144
116 H 3.28438 -7.05936 -0.53573  0.4130
117 H 3.70137 -6.13423 0.89630  0.2283

Atoms 1-3, force components in eV/Å:
Rb 0.718 1.076 -0.213
Cl -0.572 -1.139 0.305
C -0.173 0.321 -0.139

Summary:
maximum force: 1.3 eV/Å
DFT total energy: -177338.169 eV
energy above the lowest of the compared OMol25 structures with the same formula, charge and spin: 0.355 eV
molecular weight: 1129.10 g mol⁻¹
Kohn-Sham gap: 6.28 eV
multiplicity: 1
LUMO level: 0.00082 hartree
net charge: 0

---

Entry 4:
C5H14 | ωB97M-V/def2-TZVPD

Each line ends with the natural charge from an NBO analysis.
Geometry (Å):
1 C 2.19772 -0.95104 0.68168  -0.5551
2 C 1.92496 -2.51668 0.97201  -0.6030
3 H 1.19140 -0.50858 0.88753  0.2223
4 H 2.82509 -0.42287 1.36144  0.2465
5 H 2.45722 -0.70376 -0.25526  0.2030
6 H 2.47224 -3.17463 0.32968  0.2380
7 H 2.17376 -2.80476 1.96562  0.2406
8 H 0.81376 -2.81373 0.91707  0.2251
9 C -1.24193 1.59141 -0.36137  -0.3673
10 C -2.81092 1.83082 -0.48798  -0.5800
11 C -0.39065 0.41517 -1.03208  -0.5182
12 H -0.80952 2.58519 -0.65345  0.2662
13 H -0.91046 1.57877 0.69534  0.3059
14 H -3.20926 2.17757 -1.57898  0.2762
15 H 0.62099 0.29551 -0.70259  0.3170
16 H -3.10782 2.45047 0.39214  0.2659
17 H -3.25436 0.87244 -0.23994  0.2476
18 H -0.70848 -0.58792 -0.86187  0.2775
19 H -0.23373 0.68663 -2.02900  0.2922

Atoms 1-3, force components in eV/Å:
C -2.505 -2.691 3.209
C -1.463 1.391 -0.558
H 0.047 0.153 0.086

Summary:
maximum force: 4.9 eV/Å
DFT total energy: -5399.270 eV
energy above the lowest of the compared OMol25 structures with the same formula, charge and spin: 1.836 eV
molecular weight: 74.17 g mol⁻¹
Kohn-Sham gap (alpha / beta): 13.13 / 4.19 eV
multiplicity: 2
LUMO level (alpha / beta): -0.10452 / -0.40596 hartree
net charge: +1

---

Entry 5:
C2H9N3 | ωB97M-V/def2-TZVPD

Each line ends with the natural charge from an NBO analysis.
Geometry (Å):
1 C 0.23236 1.63884 1.24654  -0.4288
2 N 0.62013 1.21522 -0.12396  -0.5359
3 N -0.57586 0.38241 -0.96582  -0.3290
4 N -0.16516 -0.87193 -1.21110  -0.4557
5 C -0.55019 -1.88421 -0.23441  -0.3985
6 H 0.95351 2.51663 1.44145  0.1931
7 H -0.79351 1.80012 1.26047  0.2151
8 H 0.63915 0.91756 1.87156  0.1781
9 H 1.29943 0.40814 -0.15927  0.3163
10 H -0.63708 0.97181 -1.77868  0.3534
11 H 0.86682 -0.78686 -1.51849  0.3233
12 H -0.60926 -2.78405 -0.64809  0.1937
13 H 0.18461 -1.89979 0.61605  0.1609
14 H -1.46496 -1.62387 0.20374  0.2140

Atoms 1-3, force components in eV/Å:
C 4.035 0.944 -2.196
N -1.356 -2.117 -2.446
N 0.596 2.619 3.238

Summary:
maximum force: 5.3 eV/Å
DFT total energy: -6686.494 eV
energy above the lowest of the compared OMol25 structures with the same formula, charge and spin: 4.015 eV
molecular weight: 75.11 g mol⁻¹
Kohn-Sham gap: 9.53 eV
SMILES: CNNNC
multiplicity: 1
LUMO level: 0.04428 hartree
net charge: 0